(1)
{
  "formula": "C7H11ClO5",
  "method": "ωB97M-V/def2-TZVPD",
  "multiplicity": 1,
  "energy_ev": -30192.7673,
  "smiles": "CC(=O)OCCCCOC(=O)OCl",
  "homo_energy_ev": -10.5,
  "homo_lumo_gap_ev": 10.02,
  "species": ["C", "C", "O", "O", "C", "C", "C", "C", "O", "C", "O", "O", "Cl", "H", "H", "H", "H", "H", "H", "H", "H", "H", "H", "H"],
  "coordinates": [[-2.117, 2.588, -1.776], [-0.896, 1.725, -1.154], [0.100, 2.389, -0.762], [-0.875, 0.304, -1.079], [-1.879, -0.217, -0.170], [-1.221, -0.937, 1.129], [-0.045, -1.946, 0.611], [1.326, -1.128, 0.704], [2.516, -1.943, 0.353], [3.563, -0.960, 0.274], [3.927, -0.478, -0.824], [4.162, -0.498, 1.518], [3.974, 1.203, 1.452], [-1.935, 2.782, -2.890], [-3.055, 1.945, -1.682], [-2.206, 3.585, -1.218], [-2.676, 0.533, 0.156], [-2.439, -1.059, -0.735], [-2.033, -1.578, 1.639], [-0.781, -0.174, 1.857], [-0.014, -2.898, 1.259], [-0.264, -2.250, -0.480], [1.364, -0.203, 0.023], [1.505, -0.786, 1.795]],
  "lowdin_charge": [0.00, -0.39, 0.05, -0.08, -0.19, -0.14, -0.14, -0.18, -0.04, -0.52, 0.08, -0.45, 0.72, 0.10, 0.07, 0.10, 0.13, 0.14, 0.12, 0.12, 0.12, 0.13, 0.13, 0.14]
}

---

(2)
{
  "formula": "C5H11NO2",
  "method": "ωB97M-V/def2-TZVPD",
  "e_above_lowest_ev": 2.692,
  "multiplicity": 1,
  "energy_ev": -10946.5749,
  "smiles": "CN(C)C1OCCO1",
  "homo_energy_ev": -8.6,
  "homo_lumo_gap_ev": 9.65,
  "species": ["O", "O", "N", "C", "C", "C", "C", "C", "H", "H", "H", "H", "H", "H", "H", "H", "H", "H", "H"],
  "coordinates": [[0.137, -1.670, -0.162], [0.385, -0.032, -1.594], [0.203, 0.552, 0.652], [0.782, 1.915, 0.506], [0.170, 0.040, 2.066], [0.723, -0.435, -0.317], [-0.967, -1.753, -1.125], [-0.926, -0.384, -1.800], [0.257, 2.527, -0.307], [0.771, 2.518, 1.409], [1.850, 1.813, 0.189], [-0.651, -0.590, 2.238], [-0.010, 0.905, 2.730], [1.113, -0.462, 2.329], [1.738, -0.611, -0.259], [-1.883, -1.834, -0.432], [-0.965, -2.374, -1.965], [-1.574, 0.296, -1.287], [-1.153, -0.420, -2.871]],
  "lowdin_charge": [-0.04, -0.03, -0.17, -0.08, -0.06, -0.44, -0.10, -0.20, 0.10, 0.07, 0.09, 0.05, 0.08, 0.09, 0.14, 0.15, 0.09, 0.11, 0.13]
}

---

(3)
{
  "formula": "C23H16FeO5P",
  "method": "ωB97M-V/def2-TZVPD",
  "charge": 2,
  "e_above_lowest_ev": 0.000,
  "s_squared": 8.807,
  "multiplicity": 6,
  "energy_ev": -77999.7746,
  "homo_energy_ev": [-12.3, -14.1],
  "homo_lumo_gap_ev": [4.72, 2.36],
  "species": ["O", "C", "Fe", "O", "C", "C", "O", "C", "O", "C", "O", "H", "C", "C", "C", "C", "C", "C", "P", "C", "C", "C", "C", "C", "C", "C", "C", "C", "C", "C", "C", "H", "H", "H", "H", "H", "H", "H", "H", "H", "H", "H", "H", "H", "H", "H"],
  "coordinates": [[0.170, -1.767, -4.947], [-0.939, -2.105, -4.772], [-2.524, -2.404, -4.444], [-2.758, 0.530, -4.119], [-2.916, -0.624, -4.262], [-2.653, -2.521, -2.708], [-2.561, -2.258, -1.567], [0.702, -1.094, -1.697], [0.559, -2.120, -2.225], [-2.456, -4.104, -5.105], [-2.450, -5.112, -5.684], [1.077, -0.069, -1.789], [3.801, 3.799, 1.081], [3.744, 3.024, -0.082], [2.801, 2.008, -0.214], [1.880, 1.714, 0.820], [1.916, 2.521, 1.979], [2.877, 3.538, 2.102], [0.688, 0.388, 0.487], [0.857, -1.020, 1.562], [-0.228, -1.918, 1.690], [-0.103, -3.059, 2.481], [1.109, -3.350, 3.123], [2.203, -2.495, 2.951], [2.091, -1.334, 2.180], [-1.000, 1.006, 0.569], [-1.822, 1.011, 1.716], [-3.130, 1.498, 1.631], [-3.641, 1.987, 0.426], [-2.836, 1.975, -0.717], [-1.525, 1.512, -0.644], [4.550, 4.594, 1.191], [4.452, 3.221, -0.889], [2.779, 1.430, -1.137], [1.193, 2.343, 2.780], [2.914, 4.149, 3.010], [-1.167, -1.726, 1.154], [-0.950, -3.745, 2.568], [1.216, -4.257, 3.728], [3.164, -2.753, 3.399], [2.949, -0.670, 2.048], [-1.447, 0.626, 2.670], [-3.780, 1.460, 2.509], [-4.669, 2.353, 0.370], [-3.235, 2.300, -1.679], [-0.906, 1.517, -1.545]],
  "lowdin_spin": [0.03, 0.05, 1.36, 0.10, 0.16, 0.08, 0.04, 0.54, 0.28, 0.12, 0.07, 0.14, 0.04, 0.30, 0.15, 0.15, 0.33, 0.12, 0.47, 0.08, 0.06, 0.00, 0.09, 0.00, 0.06, 0.07, 0.03, 0.00, 0.02, 0.00, 0.02, 0.00, 0.01, 0.01, 0.01, 0.00, 0.00, 0.00, 0.00, 0.00, 0.00, 0.00, 0.00, 0.00, 0.00, 0.00]
}

---

Which formula does entry 1 have? C7H11ClO5

---

What is the formula in the second record? C5H11NO2

---

Please write out number 3 again, unchanged.
{
  "formula": "C23H16FeO5P",
  "method": "ωB97M-V/def2-TZVPD",
  "charge": 2,
  "e_above_lowest_ev": 0.000,
  "s_squared": 8.807,
  "multiplicity": 6,
  "energy_ev": -77999.7746,
  "homo_energy_ev": [-12.3, -14.1],
  "homo_lumo_gap_ev": [4.72, 2.36],
  "species": ["O", "C", "Fe", "O", "C", "C", "O", "C", "O", "C", "O", "H", "C", "C", "C", "C", "C", "C", "P", "C", "C", "C", "C", "C", "C", "C", "C", "C", "C", "C", "C", "H", "H", "H", "H", "H", "H", "H", "H", "H", "H", "H", "H", "H", "H", "H"],
  "coordinates": [[0.170, -1.767, -4.947], [-0.939, -2.105, -4.772], [-2.524, -2.404, -4.444], [-2.758, 0.530, -4.119], [-2.916, -0.624, -4.262], [-2.653, -2.521, -2.708], [-2.561, -2.258, -1.567], [0.702, -1.094, -1.697], [0.559, -2.120, -2.225], [-2.456, -4.104, -5.105], [-2.450, -5.112, -5.684], [1.077, -0.069, -1.789], [3.801, 3.799, 1.081], [3.744, 3.024, -0.082], [2.801, 2.008, -0.214], [1.880, 1.714, 0.820], [1.916, 2.521, 1.979], [2.877, 3.538, 2.102], [0.688, 0.388, 0.487], [0.857, -1.020, 1.562], [-0.228, -1.918, 1.690], [-0.103, -3.059, 2.481], [1.109, -3.350, 3.123], [2.203, -2.495, 2.951], [2.091, -1.334, 2.180], [-1.000, 1.006, 0.569], [-1.822, 1.011, 1.716], [-3.130, 1.498, 1.631], [-3.641, 1.987, 0.426], [-2.836, 1.975, -0.717], [-1.525, 1.512, -0.644], [4.550, 4.594, 1.191], [4.452, 3.221, -0.889], [2.779, 1.430, -1.137], [1.193, 2.343, 2.780], [2.914, 4.149, 3.010], [-1.167, -1.726, 1.154], [-0.950, -3.745, 2.568], [1.216, -4.257, 3.728], [3.164, -2.753, 3.399], [2.949, -0.670, 2.048], [-1.447, 0.626, 2.670], [-3.780, 1.460, 2.509], [-4.669, 2.353, 0.370], [-3.235, 2.300, -1.679], [-0.906, 1.517, -1.545]],
  "lowdin_spin": [0.03, 0.05, 1.36, 0.10, 0.16, 0.08, 0.04, 0.54, 0.28, 0.12, 0.07, 0.14, 0.04, 0.30, 0.15, 0.15, 0.33, 0.12, 0.47, 0.08, 0.06, 0.00, 0.09, 0.00, 0.06, 0.07, 0.03, 0.00, 0.02, 0.00, 0.02, 0.00, 0.01, 0.01, 0.01, 0.00, 0.00, 0.00, 0.00, 0.00, 0.00, 0.00, 0.00, 0.00, 0.00, 0.00]
}

---

What did the third record say?
{
  "formula": "C23H16FeO5P",
  "method": "ωB97M-V/def2-TZVPD",
  "charge": 2,
  "e_above_lowest_ev": 0.000,
  "s_squared": 8.807,
  "multiplicity": 6,
  "energy_ev": -77999.7746,
  "homo_energy_ev": [-12.3, -14.1],
  "homo_lumo_gap_ev": [4.72, 2.36],
  "species": ["O", "C", "Fe", "O", "C", "C", "O", "C", "O", "C", "O", "H", "C", "C", "C", "C", "C", "C", "P", "C", "C", "C", "C", "C", "C", "C", "C", "C", "C", "C", "C", "H", "H", "H", "H", "H", "H", "H", "H", "H", "H", "H", "H", "H", "H", "H"],
  "coordinates": [[0.170, -1.767, -4.947], [-0.939, -2.105, -4.772], [-2.524, -2.404, -4.444], [-2.758, 0.530, -4.119], [-2.916, -0.624, -4.262], [-2.653, -2.521, -2.708], [-2.561, -2.258, -1.567], [0.702, -1.094, -1.697], [0.559, -2.120, -2.225], [-2.456, -4.104, -5.105], [-2.450, -5.112, -5.684], [1.077, -0.069, -1.789], [3.801, 3.799, 1.081], [3.744, 3.024, -0.082], [2.801, 2.008, -0.214], [1.880, 1.714, 0.820], [1.916, 2.521, 1.979], [2.877, 3.538, 2.102], [0.688, 0.388, 0.487], [0.857, -1.020, 1.562], [-0.228, -1.918, 1.690], [-0.103, -3.059, 2.481], [1.109, -3.350, 3.123], [2.203, -2.495, 2.951], [2.091, -1.334, 2.180], [-1.000, 1.006, 0.569], [-1.822, 1.011, 1.716], [-3.130, 1.498, 1.631], [-3.641, 1.987, 0.426], [-2.836, 1.975, -0.717], [-1.525, 1.512, -0.644], [4.550, 4.594, 1.191], [4.452, 3.221, -0.889], [2.779, 1.430, -1.137], [1.193, 2.343, 2.780], [2.914, 4.149, 3.010], [-1.167, -1.726, 1.154], [-0.950, -3.745, 2.568], [1.216, -4.257, 3.728], [3.164, -2.753, 3.399], [2.949, -0.670, 2.048], [-1.447, 0.626, 2.670], [-3.780, 1.460, 2.509], [-4.669, 2.353, 0.370], [-3.235, 2.300, -1.679], [-0.906, 1.517, -1.545]],
  "lowdin_spin": [0.03, 0.05, 1.36, 0.10, 0.16, 0.08, 0.04, 0.54, 0.28, 0.12, 0.07, 0.14, 0.04, 0.30, 0.15, 0.15, 0.33, 0.12, 0.47, 0.08, 0.06, 0.00, 0.09, 0.00, 0.06, 0.07, 0.03, 0.00, 0.02, 0.00, 0.02, 0.00, 0.01, 0.01, 0.01, 0.00, 0.00, 0.00, 0.00, 0.00, 0.00, 0.00, 0.00, 0.00, 0.00, 0.00]
}